No. 1
Below is C21H32N4O5S in the gas phase in a non-equilibrium geometry, with properties calculated with ωB97M-V/def2-TZVPD.

Element x y z (Å)
C1 4.16118 4.24926 -0.49618
C2 4.50780 3.08793 0.38232
C3 4.42696 1.84363 -0.35806
C4 4.29392 0.48744 0.70058
N1 3.69439 -0.77422 0.28404
C5 4.52461 -1.48177 -0.85935
C6 5.67947 -2.01109 -0.37106
C7 5.58361 -3.13148 0.79350
C8 4.65658 -4.33705 0.35242
C9 2.51262 -1.05779 0.22088
O1 2.02552 -2.07529 -0.24289
C10 1.71806 -0.35706 1.34814
N2 1.32122 1.23660 0.94759
C11 0.68340 1.85282 2.17908
S1 0.60322 1.24698 -0.71102
O2 1.59446 0.28989 -1.63475
O3 0.47292 2.63209 -0.79504
C12 -0.86213 0.26548 -0.64023
C13 -0.92097 -1.04356 -0.55245
C14 -2.00221 -1.63131 -0.62024
C15 -3.31786 -1.08268 -0.20983
C16 -3.18771 0.21052 -0.08485
C17 -2.06066 0.98057 -0.12150
N3 -4.34352 1.24777 0.08819
C18 -4.40576 2.49244 0.36679
C19 -5.52508 0.51066 0.24147
O4 -6.60172 0.93884 0.48475
C20 -5.73551 -0.96348 0.26254
O5 -6.73061 -1.42674 -0.04981
N4 -4.50423 -1.56048 -0.12346
C21 -4.54700 -3.07284 -0.32962
H1 3.18285 4.08554 -1.10592
H2 4.22612 5.19640 0.02558
H3 4.89336 4.24603 -1.44779
H4 5.36445 3.30258 0.87712
H5 3.74431 3.11842 1.46452
H6 5.12537 1.65197 -1.09472
H7 3.34410 1.51794 -1.01431
H8 5.36954 0.31376 0.84089
H9 3.74472 0.85217 1.61843
H10 4.02444 -2.12000 -1.25751
H11 4.95057 -0.51894 -1.42200
H12 6.46572 -2.54066 -1.21538
H13 6.56530 -1.42912 0.19502
H14 4.92127 -2.49569 1.55552
H15 6.38137 -3.41415 1.17719
H16 4.56510 -5.10308 1.14366
H17 3.62318 -3.78421 -0.10951
H18 4.92632 -4.65921 -0.47892
H19 0.62015 -0.82599 1.74144
H20 2.10296 -0.30769 2.34910
H21 0.43380 2.83044 1.46261
H22 -0.35621 1.48180 2.35238
H23 1.41676 1.92323 2.93117
H24 -0.02971 -1.63941 -0.96809
H25 -2.25326 -2.71173 -0.52293
H26 -1.86191 2.08649 -0.32821
H27 -5.31226 2.83159 0.49669
H28 -3.92658 3.09454 -0.70579
H29 -3.73603 2.78694 0.97851
H30 -4.00185 -3.75099 0.38264
H31 -4.27645 -3.46540 -1.34337
H32 -5.58245 -3.18773 -0.19004

Calculated values
SMILES string: CCCCN(CCCC)C(=O)CN(C)S(=O)(=O)c1ccc2c(c1)n(C)c(=O)c(=O)n2C

No. 2
Below is C21H32N6O in the gas phase, with properties calculated with ωB97M-V/def2-TZVPD.

Element x y z (Å)
C1 -0.15401 -6.11049 -0.31457
C2 1.34401 -6.19117 -0.60357
C3 2.05841 -7.11172 0.38496
N1 1.93466 -4.87350 -0.58150
C4 1.99386 -4.00462 0.44549
C5 2.66494 -2.88565 -0.00477
C6 2.96865 -1.64239 0.76169
N2 1.74366 -0.93993 1.11623
C7 1.08692 -0.39007 -0.05320
C8 -0.27778 0.17401 0.32429
C9 -0.09962 1.26702 1.38186
N3 -1.38203 1.79767 1.78734
N4 -1.93781 1.42727 2.93746
C10 -3.12505 1.99770 2.98781
C11 -3.36260 2.75867 1.84114
C12 -2.20990 2.60990 1.09015
N5 -1.96173 3.13057 -0.18248
C13 -0.84236 3.77647 -0.60902
O1 0.15170 3.91213 0.07349
C14 -0.89568 4.26727 -2.04812
C15 -0.65062 3.09099 -3.00833
C16 -2.03934 2.51342 -3.26857
C17 -2.96678 3.73622 -3.29288
C18 -2.24627 4.84575 -2.49899
C19 0.63701 0.67053 2.57476
C20 1.96941 0.09562 2.10679
C21 2.96941 -3.19009 -1.34086
N6 2.52574 -4.38931 -1.66789
H1 -0.33071 -5.74956 0.69578
H2 -0.63710 -5.43309 -1.01454
H3 -0.60458 -7.09421 -0.41462
H4 1.50270 -6.55595 -1.62407
H5 3.12511 -7.13390 0.17537
H6 1.66641 -8.12175 0.30220
H7 1.91186 -6.76554 1.40534
H8 1.56913 -4.21297 1.40543
H9 3.47632 -1.90922 1.69399
H10 3.65089 -1.00419 0.17100
H11 1.69639 0.41041 -0.51645
H12 0.96696 -1.19158 -0.78649
H13 -0.76844 0.57333 -0.56587
H14 -0.89675 -0.62412 0.73795
H15 0.49038 2.09146 0.96555
H16 -3.76256 1.84807 3.83612
H17 -4.23008 3.33620 1.59452
H18 -2.78813 3.21802 -0.75470
H19 -0.09478 5.00501 -2.13290
H20 0.04025 2.35746 -2.59386
H21 -0.22685 3.47252 -3.93810
H22 -2.07634 1.95790 -4.20453
H23 -2.31820 1.82589 -2.46827
H24 -3.94757 3.50363 -2.87637
H25 -3.12448 4.06133 -4.32096
H26 -2.06809 5.70708 -3.14253
H27 -2.83477 5.20192 -1.65233
H28 0.02846 -0.12020 3.01184
H29 0.80348 1.43583 3.33236
H30 2.60150 0.90970 1.70494
H31 2.49126 -0.35110 2.95678
H32 3.49156 -2.59001 -2.05994

Calculated values
SMILES string: CC(C)n1cc(CN2CCC(n3nccc3NC(=O)C3CCCC3)CC2)cn1

Asked for HOMO level across the records above, the calculation gives -8.720; -8.543 eV in order.
Asked for Kohn-Sham gap across the records above, the calculation gives 0.2973; 0.3397 Ha in order.
Asked for LUMO energy across the records above, the calculation gives -0.63; 0.70 eV in order.